Entry one
The following is a DFT calculation (ωB97M-V/def2-TZVPD) of C4H6N2O2 in the gas phase.

Calculated values
- LUMO level (eV) = 0.55
- HOMO level (eV) = -10.0
- 2S+1 = 1
- SMILES = C/N=C(/O)[C@H](O)C#N

```
14
C4H6N2O2, DFT ωB97M-V/def2-TZVPD
C 0.89633 -1.25445 -1.16282
N 1.28638 0.00060 -0.69969
C 0.48442 0.75957 -0.05469
O 0.98025 1.72047 0.75492
C -0.97611 0.53427 0.12791
O -1.66397 1.50571 0.82281
C -1.07483 -0.95289 0.81621
N -1.39840 -1.55199 1.75055
H 1.75695 -1.90402 -1.29649
H 0.02637 -1.62689 -0.30844
H 0.29796 -1.20106 -2.07521
H 1.94468 1.72024 0.65951
H -1.47918 0.36207 -0.82693
H -1.08085 1.88836 1.49236
```


Entry two
The following is a DFT calculation (ωB97M-V/def2-TZVPD) of a molecular structure, C4H6N2O2.

Calculated values
- LUMO level (eV) = 0.16
- HOMO level (eV) = -7.6
- 2S+1 = 1

```
14
C4H6N2O2, DFT ωB97M-V/def2-TZVPD
C -2.49270 -0.25912 -0.03120
C -1.15229 -0.11868 0.00752
C 0.92457 0.47100 0.12444
C 0.84880 -0.89972 0.11698
H -3.02839 -0.83356 0.65348
H -2.92663 -0.38039 -0.96634
H -2.87559 0.81558 -0.07270
H 1.59655 2.15732 -0.53620
H 2.81069 1.04966 1.23714
H 2.73408 -1.12528 -0.57702
N -0.32400 0.95328 0.01194
N 2.17114 1.10384 -0.05253
O 2.00687 -1.71888 -0.13317
O -0.29311 -1.21506 0.21767
```


Entry three
The following is a DFT calculation (ωB97M-V/def2-TZVPD) of a molecular structure, C4H6N2O2.

Calculated values
- LUMO level (eV) = -0.17
- HOMO level (eV) = -9.7
- 2S+1 = 1

```
14
C4H6N2O2, DFT ωB97M-V/def2-TZVPD
C -1.41356 0.01643 0.15370
C -0.43768 -1.16366 0.26268
C 0.79310 -1.34564 0.09445
C 1.83360 -0.21474 -0.14526
H 0.08805 1.55713 0.36274
H -1.34572 2.00463 -1.08397
H -3.52952 0.32120 -0.15108
H -1.10845 -1.97789 0.33561
H 1.42080 -2.17116 -0.19550
H 2.35987 1.51822 0.65188
N -0.62908 1.10383 -0.45593
N -2.64078 -0.30989 -0.03835
O 1.62201 1.00397 0.67685
O 2.98736 -0.34241 -0.46781
```


Which of them is the least stable? Correct choice: entry two.


Entry one
The following is a DFT calculation (ωB97M-V/def2-TZVPD) of 2 unconnected molecules or ions with the total composition C4H6N2O2.

Calculated values
- LUMO level (eV) = 0.40
- HOMO level (eV) = -9.1
- 2S+1 = 1
- SMILES = [H]/N=C/C=C=N.O=CO

```
14
C4H6N2O2, DFT ωB97M-V/def2-TZVPD
H 1.58187 -1.84254 -1.35218
N 0.81462 -1.34006 -0.91703
C 0.34626 -1.88065 0.15260
C -0.73076 -1.28346 0.87472
C -1.40841 -0.24311 0.39707
N -2.25314 0.43067 -0.12931
H 0.88441 -2.66216 0.69540
H -0.88362 -1.56480 1.90689
H -2.12496 1.40170 -0.38422
O 1.53078 1.66452 0.81047
C 0.89378 1.42674 -0.17934
O 0.17877 2.37373 -0.82684
H 0.90672 0.29651 -0.69350
H 0.26369 3.22291 -0.35472
```


Entry two
The following is a DFT calculation (ωB97M-V/def2-TZVPD) of a molecular structure, C4H6N2O2.

Calculated values
- LUMO level (alpha / beta) (eV) = -0.20 / -0.12
- HOMO level (alpha / beta) (eV) = -7.0 / -8.1
- 2S+1 = 1

```
14
C4H6N2O2, DFT ωB97M-V/def2-TZVPD
C -1.35587 -0.15982 0.27469
N 1.31845 0.38300 0.45562
C 0.61579 -0.81462 0.01423
N -1.55458 0.52292 1.40803
C 0.10003 0.08858 -1.36602
C 1.29951 0.78328 -0.98010
O -1.15817 0.59206 -0.82920
O 0.94799 -1.97113 0.18075
H 2.24677 0.16185 0.81528
H -1.84387 -1.12747 0.16923
H -0.97555 1.35127 1.51956
H -1.77180 0.00855 2.24876
H -0.04821 -0.29594 -2.36731
H 2.17950 0.47746 -1.54352
```


Which of them is the least stable? Correct choice: entry two.


Entry one
The following is a DFT calculation (ωB97M-V/def2-TZVPD) of C4H6N2O2 in the gas phase.

Calculated values
- LUMO level (eV) = -0.40
- HOMO level (eV) = -9.8
- 2S+1 = 1
- SMILES = O=C/C(=N/O)[C@@H]1CN1

```
14
C4H6N2O2, DFT ωB97M-V/def2-TZVPD
O -2.69234 -0.22549 -0.25075
C -2.03377 0.82262 0.02537
C -0.48216 0.85783 0.18149
N 0.11313 2.04104 0.26019
O 1.42059 1.98801 -0.22388
C -0.07636 -0.50263 -0.23094
C 0.88893 -1.29237 0.71651
N 1.32277 -0.70309 -0.58046
H -2.61244 1.76163 0.41722
H 1.55147 1.01137 -0.37650
H -0.74483 -1.26796 -0.85429
H 1.38342 -0.94769 1.57876
H 0.51016 -2.40605 0.74751
H 1.45144 -1.13722 -1.41023
```


Entry two
The following is a DFT calculation (ωB97M-V/def2-TZVPD) of a molecular structure, C4H6N2O2.

Calculated values
- LUMO level (alpha / beta) (eV) = -1.09 / -1.09
- HOMO level (alpha / beta) (eV) = -9.3 / -9.3
- 2S+1 = 1

```
14
C4H6N2O2, DFT ωB97M-V/def2-TZVPD
C -0.09341 1.57042 -0.27490
C 0.40032 -1.10035 -0.82088
C -0.09986 -0.06061 0.12060
O 0.97802 1.97744 0.48900
O -1.90813 -1.30243 0.63245
N -1.19248 -0.14954 0.83159
C 1.43482 0.70286 1.00580
N 2.26082 0.18273 1.64570
H -2.70827 -1.17617 1.16528
H -1.00531 2.12224 -0.02704
H 0.13688 1.53812 -1.33489
H -0.16542 -1.99230 -1.10655
H 0.65393 -0.68828 -1.80058
H 1.30809 -1.62413 -0.52558
```


Which of them is the least stable? Correct choice: entry two.